C54H120N6O9 | the ωB97M-V functional and the def2-TZVPD basis

The spin multiplicity is 1. The total energy comes out at -85300.1953 eV. The HOMO energy is -7.78 eV. The calculation puts the gap between HOMO and LUMO at 7.83 eV. The value obtained for the energy relative to the best compared isomer or geometry (same formula, charge and spin) is 96.60 kcal per mole.

XYZ file:
```
189
Properties=species:S:1:pos:R:3:forces:R:3
C -1.593553 -4.077018 1.814258 0.1477 0.1064 0.4499
C -1.292474 -4.941615 0.597632 0.7849 -0.4683 -1.8574
C -2.292639 -4.745168 -0.562976 -0.5458 -0.3770 0.1225
C 0.072273 -4.527302 -0.121007 -0.3589 1.3661 2.0720
C 1.300361 -4.905214 0.669141 -0.4196 -1.5694 1.4021
C 1.303131 -6.439472 0.869387 -0.4976 0.6889 -1.7806
C 0.007696 -7.026789 1.486660 -1.6744 0.9366 -0.0235
C -0.092368 -8.508702 1.051446 -0.8927 0.9897 0.0324
C -0.004225 -6.805815 2.998421 0.9702 -1.5650 0.7189
N -1.243868 -6.404680 0.858243 2.1536 0.9107 -1.3931
O -2.475423 -6.972994 1.233989 0.3693 0.2295 0.7081
H -0.884109 -4.206524 2.632366 0.0501 -0.4329 -0.0559
H -1.524098 -3.002932 1.635601 -0.3388 0.0213 -0.4900
H -2.582016 -4.321724 2.204585 -0.0663 0.0663 -0.0024
H -1.974736 -5.374497 -1.394957 -0.0072 -0.2141 0.0993
H -3.297970 -5.064325 -0.285422 -0.0713 0.1295 0.0651
H -2.350945 -3.746975 -0.998787 0.1418 0.2939 0.5078
H 0.103888 -4.718247 -1.192610 -0.0124 -0.4785 0.1524
H 0.098047 -3.444158 0.024116 -0.4758 0.3315 -0.6762
H 2.222732 -4.470144 0.284935 0.0530 -0.3721 -0.2561
H 1.209945 -4.538883 1.694509 -0.1014 0.6630 -0.0429
H 2.219500 -6.771704 1.356679 -0.2466 -0.3013 0.2260
H 1.281116 -6.798350 -0.162247 0.4374 -0.5172 -0.0377
H 0.834610 -9.025741 1.292100 -0.3927 -0.4628 -0.0197
H -0.371764 -8.523400 -0.003765 1.0953 0.2010 -0.4218
H -1.048123 -8.920986 1.378486 0.5534 -0.4975 1.2114
H 0.727549 -7.527742 3.372378 0.0559 -0.2330 0.2600
H -0.931472 -7.087964 3.496789 -0.2090 0.2326 -0.2905
H 0.390398 -5.884068 3.425379 -0.3551 0.4148 -0.6116
H -2.683819 -7.546596 0.491445 -0.1477 0.0066 -0.0700
C 5.178661 2.346412 -1.924664 -1.6280 1.4144 0.2197
C 6.182839 1.627018 -1.063024 2.4453 0.9460 -0.9695
C 5.980310 0.155672 -1.176883 -1.1096 -1.8454 1.3186
C 7.551329 1.846575 -1.894605 -0.0562 -0.9750 0.7526
C 8.317361 3.099662 -1.672615 -0.4714 1.4236 -0.7180
C 8.456008 3.408539 -0.220537 -0.9189 -0.3102 0.4669
C 7.079243 3.374089 0.543041 0.0598 1.1950 0.4877
C 7.512607 3.394883 2.052426 -0.5868 0.0287 -0.3839
C 6.237360 4.635332 0.078186 -0.3286 -0.4773 1.6521
N 6.382108 2.091936 0.344169 1.4077 -1.7129 -1.8723
O 5.288388 1.709759 1.156587 -0.4876 1.4371 -0.2700
H 5.431863 3.384897 -2.141878 0.4003 -0.0255 0.0780
H 5.012305 1.897951 -2.904000 0.1547 -0.3616 0.1395
H 4.202904 2.455530 -1.447014 -0.1150 -0.3197 0.1366
H 5.258640 -0.275713 -0.477850 -0.4264 0.6001 0.3045
H 5.525629 -0.146105 -2.120219 0.6763 0.0944 -0.3395
H 6.850309 -0.435681 -0.889316 0.3577 0.1808 -0.5978
H 8.286029 1.083657 -1.628755 -0.4082 -0.5814 0.0308
H 7.287017 1.722375 -2.944804 0.0716 -0.1422 -0.0079
H 9.297759 3.106425 -2.151564 0.0669 -0.4186 -0.0429
H 7.816668 3.940010 -2.159804 -0.1785 0.1538 0.0130
H 8.864680 4.417497 -0.156771 0.0090 0.0008 0.5279
H 9.127518 2.699840 0.266348 0.1068 -0.0012 0.0237
H 8.251403 4.142226 2.343267 0.0038 0.2577 -0.5746
H 7.987861 2.427387 2.216175 -0.1408 -0.0679 0.2274
H 6.685371 3.535593 2.748820 -0.1888 -0.2300 -0.1262
H 5.176992 4.463571 0.271462 -0.0836 -0.3247 -0.1267
H 6.312686 4.972091 -0.954051 0.4259 -0.1927 0.0915
H 6.445425 5.448387 0.775602 0.3900 0.2849 -0.3070
H 5.607943 1.112176 1.838295 0.5213 -0.0195 -0.1442
C 2.122106 -0.812244 -6.585928 -0.3788 0.1086 -1.6504
C 3.072773 -1.996172 -6.595959 -1.0106 -0.3634 -0.0981
C 4.486560 -1.380949 -6.611611 0.0025 -0.8961 -0.7395
C 2.952580 -2.710837 -5.277300 0.5391 -0.3898 -0.0106
C 1.795059 -3.658999 -5.083150 0.1442 1.2322 0.0848
C 1.672075 -4.623281 -6.239902 0.4267 -0.4849 0.1829
C 1.626321 -3.965090 -7.666193 0.6571 -0.2902 2.6873
C 1.800659 -5.083668 -8.730999 -0.0754 0.0854 -0.1968
C 0.242864 -3.343043 -7.775989 -0.1150 0.2549 -1.6208
N 2.782383 -3.010779 -7.674493 0.8603 -0.8867 0.7108
O 2.771444 -2.431368 -8.928070 -0.1159 1.3845 -1.2292
H 1.115856 -1.075109 -6.912217 -0.1946 -0.1566 0.8184
H 2.189032 -0.317170 -5.618642 -0.3045 0.2688 -0.2169
H 2.401875 -0.176489 -7.428254 0.2727 0.5546 0.3526
H 5.263534 -2.117809 -6.403550 -0.0698 -0.1521 0.0483
H 4.730155 -0.946376 -7.581532 -0.1266 0.3127 0.0803
H 4.523022 -0.633290 -5.819808 0.0423 0.1488 -0.1686
H 3.852996 -3.325455 -5.212365 0.1517 -0.0029 0.3922
H 2.965099 -1.940957 -4.504633 0.2004 -0.1591 0.2397
H 2.051946 -4.084502 -4.111961 -0.5182 -0.7999 -0.1278
H 0.852650 -3.126883 -4.939151 -0.0581 0.1664 -0.0144
H 0.774664 -5.188563 -5.984033 -0.0524 -0.3995 -0.7560
H 2.535875 -5.289854 -6.213859 -0.0198 -0.1949 -0.0216
H 2.046692 -4.756788 -9.741677 -0.3433 0.5839 0.0874
H 0.858150 -5.628858 -8.788640 -0.0371 0.0049 -0.0488
H 2.561188 -5.847742 -8.564140 0.1916 0.2748 0.7847
H 0.252450 -2.709408 -8.665211 -0.2386 0.1540 -0.0528
H -0.142423 -2.743091 -6.953319 0.3232 -0.2730 0.2102
H -0.436268 -4.165064 -8.002376 -0.2860 0.1625 0.2349
H 3.644541 -2.549727 -9.312313 0.1049 -0.2003 0.1165
C -1.403080 0.361685 1.026963 1.3541 0.7923 0.0106
C -0.363258 1.405439 0.475284 -0.3343 1.0515 0.4315
C -0.683064 2.816754 1.152798 -0.8432 -0.1502 -0.1014
C 1.073344 1.033432 1.002964 -0.3776 0.1203 -1.4011
C 1.704320 -0.000633 0.062614 0.3190 0.7875 -0.8287
C 1.732419 0.454540 -1.471937 0.8317 -0.8366 2.6330
C 0.366097 0.758179 -1.931849 -2.7419 1.5993 -2.2283
C 0.492208 1.582992 -3.298967 -0.5776 0.6429 1.2446
C -0.358849 -0.496168 -2.319973 0.5495 -1.8674 -0.2507
N -0.430094 1.591002 -0.997911 2.6891 0.3886 2.0122
O -1.693926 2.050226 -1.377036 0.0354 -0.6336 -0.5787
H -2.436229 0.574986 0.758087 0.1262 0.2218 0.0825
H -1.174551 -0.668195 0.750420 0.1090 0.0163 -0.1711
H -1.184124 0.474348 2.089918 -0.8507 -0.3774 0.3086
H -0.436922 3.710083 0.576833 0.2366 -0.3863 -0.6319
H -1.750117 2.911486 1.363319 -0.1694 -0.1145 -0.1710
H -0.221381 3.051949 2.113761 0.3479 -0.7984 0.1695
H 1.668400 1.940230 1.117185 0.1064 0.0476 -0.3904
H 0.976553 0.645057 2.017378 -0.1298 -0.1845 -0.0338
H 2.736144 -0.251466 0.309973 -0.0630 -0.0290 0.3706
H 1.077550 -0.883046 0.199226 0.2223 -0.3371 -0.4594
H 2.145693 -0.395451 -2.017497 -0.2947 -0.1512 -0.2238
H 2.458819 1.239318 -1.683286 -0.2417 0.3771 0.5163
H 1.301004 1.164867 -3.897058 -0.1160 0.1017 -0.1564
H 0.633930 2.644322 -3.083022 0.9780 -0.0182 0.3405
H -0.433598 1.724092 -3.859433 -0.1925 -1.0787 -0.1508
H 0.288608 -0.919745 -3.092405 -0.7252 0.1148 -0.9990
H -1.409232 -0.360649 -2.572579 0.2076 0.1186 -0.3853
H -0.288593 -1.373070 -1.670838 -0.2176 0.4459 1.0289
H -1.487846 2.900468 -1.778499 -0.1623 0.1877 -0.1223
C -7.106738 -1.676367 5.259385 1.5186 -0.0128 -1.1535
C -6.317019 -0.520087 4.495767 -1.1560 -0.1471 0.0506
C -6.799649 0.886800 4.946999 -0.5477 0.1066 -0.7968
C -4.802549 -0.590541 4.863076 -0.5145 -1.1820 0.0167
C -4.023383 -1.607691 4.019546 0.4738 1.2172 -0.6520
C -4.188964 -1.232656 2.510722 0.0933 -1.6785 1.6174
C -5.631707 -1.286524 2.068074 -1.0324 1.2072 -0.8860
C -5.666042 -0.555201 0.689234 0.2151 -0.7647 0.0514
C -6.132035 -2.690172 1.900727 -0.6480 -0.4620 0.6223
N -6.502791 -0.612946 3.027129 1.7539 0.8282 0.5244
O -7.791912 -0.361682 2.525390 0.3211 0.0835 0.5221
H -6.424059 -2.529994 5.256425 0.4621 0.0775 0.7749
H -7.357565 -1.353988 6.268319 -0.2726 -0.3456 -0.0710
H -7.875418 -2.188442 4.679851 -0.8226 1.0729 0.1036
H -6.296036 1.676751 4.387601 0.8470 -0.1853 0.3372
H -7.804051 1.166531 4.622463 -0.5218 -0.8419 0.4308
H -6.722714 1.033419 6.023841 0.1272 0.0375 -0.0453
H -4.393835 0.419181 4.847120 0.2960 -0.1620 -0.4463
H -4.660877 -0.943608 5.886150 -0.5663 0.2803 0.2985
H -2.983782 -1.577913 4.353688 0.3044 0.4886 -0.3885
H -4.202388 -2.661157 4.240223 -0.9672 0.0361 -0.1644
H -3.761300 -2.071514 1.959926 0.6998 0.5304 -0.3963
H -3.745277 -0.261532 2.297954 0.1011 -0.1520 -0.0035
H -5.538795 0.520234 0.812825 -0.0773 0.0201 -0.1141
H -6.507370 -0.818994 0.047854 -0.4948 0.3474 0.4736
H -4.843333 -0.954651 0.092470 0.4100 0.2148 0.1413
H -6.241763 -3.042602 2.927766 0.5412 -0.8331 -0.1277
H -5.513602 -3.303186 1.245398 -0.0512 -0.2091 0.1741
H -7.172978 -2.688659 1.575083 0.0953 0.1341 -0.4758
H -7.674358 0.574633 2.340877 -0.7240 0.1369 -0.3348
C 0.187104 4.498129 5.581340 0.1097 -0.6938 -0.0191
C -1.241593 5.103418 5.457164 2.0971 0.9636 -1.0450
C -1.530299 5.882304 6.710346 -0.5155 -0.1098 0.9580
C -1.067815 6.020525 4.161053 -1.6310 0.2107 1.2491
C -2.395636 6.597294 3.686297 0.0437 0.5100 -1.1843
C -3.415334 5.524495 3.362100 0.7909 -0.6606 2.0812
C -3.590463 4.459050 4.548788 0.5554 0.3465 -2.2660
C -4.744713 4.987509 5.417322 0.3414 -1.2863 1.2309
C -3.932287 3.147035 3.773612 -0.3785 0.5540 0.2230
N -2.288160 4.160995 5.210123 -0.2898 0.0145 -2.0180
O -2.278554 3.028714 6.017639 -0.4596 0.0688 0.8608
H 0.260722 3.733587 6.355388 -0.1063 -0.0539 -0.0043
H 0.600444 4.103046 4.651262 -0.5819 -0.4721 -0.2066
H 0.970351 5.226323 5.797914 -0.5086 0.5443 0.4193
H -0.744125 6.568145 7.026541 -0.3348 0.5954 -0.4555
H -2.555303 6.245234 6.622913 0.2780 0.9709 0.0637
H -1.617922 5.234532 7.585647 0.1458 -0.5789 -0.1905
H -0.431232 6.872246 4.401500 0.4024 -0.2862 0.0353
H -0.666532 5.431664 3.336262 0.2450 -0.1144 0.1878
H -2.793379 7.446126 4.244934 -0.0082 -0.3977 0.7774
H -2.234890 7.088410 2.722824 0.3551 0.1149 -0.1575
H -3.052540 4.978300 2.491278 -0.3413 0.1429 -0.2445
H -4.383621 6.014429 3.271029 -0.0699 -0.4202 -0.6889
H -4.389321 4.840191 6.438537 -0.4801 0.0430 0.2680
H -5.611324 4.340395 5.276209 -0.1288 0.0635 0.0849
H -5.092060 6.016878 5.335634 0.4826 0.0951 -0.4002
H -3.029145 2.797603 3.272612 0.1607 -0.3006 0.4399
H -4.593371 3.330128 2.924345 -0.4504 0.2679 0.2381
H -4.406743 2.404077 4.411767 0.3539 -0.0902 -0.0713
H -1.851204 2.326767 5.517271 0.0515 0.0202 -0.2665
O -3.110603 4.434801 -2.952682 -0.0025 -0.0513 -0.0548
H -3.753601 4.916118 -3.477870 -0.0855 0.0623 -0.1499
H -3.583150 4.195993 -2.151919 -0.0592 -0.1160 0.1636
O 0.448117 3.317071 -6.406547 0.0210 0.1330 -0.0605
H -0.397613 2.897529 -6.576187 -0.1224 -0.0577 -0.0353
H 0.964701 2.644644 -5.957529 0.0931 -0.0936 0.0984
O -0.638845 5.818585 -2.516551 0.3829 0.0746 -0.0507
H -0.959956 5.838097 -1.613328 -0.0688 0.0299 0.0989
H -1.356761 5.422440 -3.018883 -0.1660 -0.0957 0.0759
```
Forces are in eV/Å.